No. 1
{
  "formula": "C17H27Br9F6N2O6",
  "method": "wB97M-V/def2-TZVPD",
  "symbols": ["Br", "C", "C", "O", "F", "N", "C", "H", "C", "H", "H", "H", "N", "Br", "H", "H", "H", "C", "F", "Br", "H", "H", "O", "H", "C", "O", "H", "H", "F", "H", "Br", "H", "F", "C", "H", "C", "C", "Br", "H", "H", "F", "C", "H", "H", "O", "Br", "Br", "H", "F", "H", "Br", "H", "C", "C", "C", "Br", "C", "H", "O", "C", "H", "H", "H", "O", "H", "C", "C"],
  "positions_angstrom": [[-0.7745, 4.0887, -30.7234], [-0.1263, 2.5112, -23.9888], [-0.7132, 4.3730, -28.2948], [-0.5112, 2.2256, -22.8335], [0.7436, 0.3148, -24.3945], [-0.4588, 5.2686, -27.1404], [0.8845, 1.6271, -24.7665], [-0.8618, 8.2884, -25.1437], [-1.0258, 5.7607, -31.7800], [2.5316, 7.5017, -21.6901], [2.7257, 8.0646, -29.3573], [2.3987, 6.3349, -22.9838], [0.2623, 7.4035, -23.6896], [4.2627, 6.8604, -27.6102], [0.0170, 3.5640, -28.3131], [-1.9133, 8.1552, -27.4647], [0.5442, 6.4409, -23.8083], [-1.2922, 7.4248, -27.9831], [4.2076, 6.6724, -31.0814], [-2.9491, 3.0172, -26.4052], [-0.2537, 7.7389, -29.8328], [-1.0109, 6.0540, -25.2593], [1.4562, 6.6502, -31.8834], [-0.5451, 7.7615, -28.7018], [0.4429, 9.1638, -31.1479], [0.8631, 9.1588, -22.3954], [-2.7041, 3.5528, -24.5705], [-3.1504, 1.3872, -28.3374], [0.7284, 1.6524, -26.1091], [-0.6444, 9.2950, -29.1637], [-1.4719, 0.1059, -26.7322], [-0.3034, 8.8271, -31.8674], [2.1178, 2.1253, -24.5089], [-2.3337, 1.6515, -27.6656], [-1.6753, 6.9788, -24.1584], [-0.5796, 6.5272, -26.8763], [1.1199, 8.0734, -22.9554], [1.9977, 5.4845, -29.2206], [0.3828, 10.2514, -31.1870], [-1.7285, 4.4877, -23.4625], [3.9074, 7.0802, -33.3102], [-1.0322, 7.8589, -24.1564], [-0.7388, 4.7924, -29.3006], [1.0802, 8.7651, -29.1740], [-0.3369, 7.0744, -25.7984], [-1.0312, 2.4492, -28.8812], [1.0216, 8.0401, -27.4588], [-1.9339, 6.7654, -28.5674], [4.4732, 8.6154, -31.8971], [-2.6975, 6.1949, -24.9699], [-1.8708, 5.3187, -33.4980], [-0.2183, 4.7377, -26.3155], [-1.9465, 5.5020, -25.3492], [3.6961, 7.5422, -31.9874], [2.4899, 7.3273, -28.5899], [-2.1435, 6.8714, -30.6036], [-1.8320, 4.2038, -24.5098], [-1.6321, 3.7900, -28.2336], [1.7893, 8.9265, -31.5562], [2.4451, 7.4031, -22.7722], [-2.2136, 5.4646, -26.4053], [-0.0431, 6.2038, -31.9415], [3.2414, 7.9515, -23.2755], [-0.6442, 3.4927, -24.8449], [-1.5192, 8.5161, -23.4359], [2.1946, 7.6331, -31.6614], [0.1291, 8.7516, -29.7064]],
  "atomic_forces_ev_per_a": [[-0.463, 0.191, -10.931], [-3.362, -0.270, 2.304], [1.549, 8.383, 7.049], [1.616, 1.513, -4.531], [0.679, 1.857, -0.114], [2.386, -1.641, -1.146], [0.315, -0.388, -0.306], [-1.621, 1.760, 1.992], [-1.000, -1.112, -0.512], [0.780, -0.074, 0.045], [0.213, -0.527, -0.155], [0.346, 0.078, -0.374], [-0.466, -0.747, 0.589], [-1.566, 1.108, -0.634], [2.326, 4.270, 2.176], [0.313, 0.343, -0.063], [-0.360, 0.280, -0.561], [-1.672, -3.492, 2.041], [-0.244, -0.034, -1.035], [-1.145, -2.822, -3.346], [1.195, 0.425, -0.880], [-1.478, -2.069, 1.431], [3.631, 3.450, 1.182], [-2.861, -1.132, 2.362], [-1.465, 2.172, 0.278], [0.516, -1.065, -1.043], [0.637, 0.425, 1.472], [0.171, -0.491, 0.568], [0.505, 0.573, 1.037], [0.357, 0.686, -0.744], [-1.573, 0.821, -0.982], [0.351, -0.514, -0.205], [-0.578, -0.930, 0.050], [0.066, -0.173, -0.147], [0.374, 1.350, 0.196], [-1.852, 2.516, -4.341], [-0.111, 2.490, 1.493], [0.205, 1.419, 0.341], [0.089, 0.061, -0.175], [-0.016, 0.220, 0.149], [-0.909, 0.421, 2.651], [-1.423, 2.245, 4.272], [-0.013, 2.019, 4.256], [-1.093, 1.260, -1.872], [3.552, -2.221, -5.819], [-2.544, -19.250, -4.777], [9.044, 0.265, 3.539], [-0.246, 0.121, 1.479], [-1.067, 0.382, 0.098], [-0.474, -0.759, 0.579], [0.300, 0.432, 0.696], [0.591, -0.184, -0.259], [-3.292, -2.383, 2.152], [2.226, -1.325, -0.927], [1.100, -1.263, 1.605], [-0.740, -0.877, -3.114], [-0.783, 2.106, 2.143], [-1.226, 4.356, 2.573], [1.082, -2.359, 0.736], [-0.299, 0.026, 1.191], [-0.649, -0.846, 1.057], [-1.054, -0.006, 0.063], [-0.058, -0.258, 0.006], [1.671, -1.976, 0.939], [0.492, 0.306, 0.488], [-2.871, -0.175, -3.425], [1.896, 1.035, -4.856]],
  "nbo_charge": [0.14, 0.71, -0.53, -0.50, -0.30, -0.64, 0.91, 0.25, -0.46, 0.24, 0.18, 0.20, -0.58, 0.06, 0.20, 0.24, 0.38, -0.80, -0.31, 0.10, 0.23, 0.28, -0.58, 0.25, -0.09, -0.67, 0.18, 0.23, -0.31, 0.25, 0.11, 0.20, -0.30, -0.47, 0.19, 0.76, 0.66, 0.07, 0.21, 0.21, -0.32, -0.43, 0.22, 0.22, -0.77, 0.22, 0.27, 0.21, -0.29, 0.22, 0.07, 0.42, -0.73, 0.90, -0.45, 0.08, -0.10, 0.16, -0.46, -0.70, 0.23, 0.26, 0.24, -0.55, 0.19, 0.73, -0.69],
  "total_charge": 0,
  "de_lowest_kcal_mol": 645.8,
  "e_lumo_ev": -1.302
}



No. 2
{
  "formula": "C17H27BrN2O3S",
  "method": "wB97M-V/def2-TZVPD",
  "symbols": ["H", "C", "H", "C", "C", "N", "C", "H", "Br", "H", "H", "H", "C", "H", "O", "H", "H", "H", "C", "H", "H", "C", "H", "H", "C", "H", "C", "H", "C", "H", "C", "H", "N", "H", "C", "C", "H", "C", "C", "H", "S", "H", "O", "C", "H", "H", "H", "O", "H", "H", "C"],
  "positions_angstrom": [[2.4277, -4.0887, 2.1630], [-0.7112, -0.0356, -0.6059], [-0.2427, 2.8648, 0.1363], [2.1468, -2.4619, 0.7723], [-1.7068, 0.2653, 0.5118], [0.6463, 0.2082, -0.1496], [2.7894, -1.3844, 0.1590], [-0.3808, 0.5145, -2.6515], [6.6164, -1.4524, 1.7138], [0.1423, 2.8439, -3.2794], [0.1068, -3.7371, 2.0400], [-3.4426, 3.2428, 0.9151], [-1.2450, 2.1261, 2.1477], [-2.0772, 0.4090, -2.1763], [0.8577, -2.6473, 0.4475], [-2.2411, 2.7545, -3.4014], [-3.8262, 1.6861, 1.6645], [4.5483, -0.2342, -0.0806], [0.1719, -3.7882, 0.9445], [1.0526, 2.4344, -1.8348], [4.7598, -3.5491, 2.6371], [-1.1179, 2.2823, -1.6126], [-0.7243, -1.1022, -0.8441], [-3.8490, 1.8522, -0.0882], [0.1489, 2.9233, -2.1952], [-2.6710, -0.1502, 0.2152], [4.1034, -1.0764, 0.4260], [-0.2037, 1.8116, 2.1963], [-2.3265, 2.9057, -2.3283], [-1.7548, -4.6858, 0.6447], [4.2012, -2.9404, 1.9425], [-1.2970, 3.1986, 2.3213], [-1.1693, 2.6314, -0.1945], [0.7145, -4.6997, 0.6625], [4.8074, -1.8593, 1.3261], [-1.8516, 1.7898, 0.7798], [-1.3849, -0.2423, 1.4214], [2.8785, -3.2426, 1.6700], [-3.3409, 2.1658, 0.8178], [0.8314, 1.1786, 0.0545], [1.8966, -0.4088, -1.0504], [-1.1388, -3.7869, -0.7526], [1.4047, -1.2766, -2.0759], [-1.0910, 0.7542, -1.8598], [-2.3611, 3.9720, -2.1229], [0.1861, 3.9783, -1.9296], [-1.7717, -2.9147, 0.6462], [2.7575, 0.6820, -1.4209], [-3.2584, 2.4624, -1.9938], [-1.7920, 1.6220, 2.9408], [-1.2184, -3.7947, 0.3308]],
  "atomic_forces_ev_per_a": [[-0.092, -0.055, 0.020], [-0.606, -0.398, -0.311], [-0.027, 0.088, 0.017], [0.330, -0.094, 0.220], [0.279, 0.056, -0.174], [0.720, -0.132, -0.267], [-0.513, 0.164, -0.458], [-0.110, -0.014, -0.104], [-0.036, 0.003, -0.019], [0.015, -0.031, -0.093], [0.088, -0.018, -0.123], [-0.026, 0.132, 0.034], [-0.119, 0.035, -0.275], [-0.041, -0.050, -0.052], [-0.173, -0.070, -0.013], [-0.047, -0.049, -0.173], [-0.118, -0.112, 0.081], [0.112, 0.054, 0.009], [-0.254, -0.270, 0.095], [0.084, 0.002, 0.019], [0.030, -0.031, 0.042], [-0.194, 0.134, -0.510], [-0.220, 0.118, 0.037], [-0.104, -0.049, -0.110], [-0.187, -0.067, 0.195], [-0.029, -0.056, -0.015], [0.155, 0.016, 0.038], [0.144, -0.048, 0.042], [0.253, -0.113, 0.092], [-0.071, -0.067, 0.027], [0.156, 0.217, -0.118], [0.005, 0.127, 0.042], [0.511, 0.162, 0.152], [0.013, 0.126, 0.067], [0.059, -0.035, 0.049], [-0.428, -0.041, 0.389], [-0.048, -0.085, 0.048], [-0.378, 0.021, -0.160], [0.267, -0.058, 0.046], [0.199, 0.102, 0.012], [0.394, 0.152, 0.445], [-0.038, -0.036, -0.120], [-0.262, -0.081, 0.167], [0.094, 0.005, 0.230], [0.002, 0.139, 0.004], [-0.002, 0.132, 0.011], [-0.111, 0.085, 0.038], [0.036, 0.009, 0.243], [-0.141, -0.058, 0.017], [-0.016, -0.076, 0.063], [0.445, 0.115, 0.104]],
  "nbo_charge": [0.23, -0.05, 0.36, 0.32, -0.43, -0.88, -0.30, 0.23, 0.06, 0.22, 0.18, 0.22, -0.61, 0.21, -0.49, 0.20, 0.20, 0.26, -0.06, 0.22, 0.23, 0.12, 0.24, 0.20, -0.62, 0.21, -0.21, 0.20, -0.60, 0.22, -0.20, 0.22, -0.66, 0.18, -0.12, 0.13, 0.22, -0.28, -0.61, 0.40, 2.32, 0.22, -0.93, -0.44, 0.21, 0.21, 0.21, -0.95, 0.20, 0.21, -0.62],
  "total_charge": 0,
  "de_lowest_kcal_mol": 0.0,
  "e_lumo_ev": 0.532
}